Record 1
Molecular formula: C5H20N2O5
Method: DFT, ωB97M-V/def2-TZVPD

Values from the calculation:
SMILES: CC(=O)N[C@H](C)CN.O.O.O.O
F_max: 1.98 eV/Å
HOMO energy: -9.44 eV
ΔE to the lowest compared entry with this formula, charge and spin: 78.6 kJ/mol

Each line ends with the natural charge from an NBO analysis.
Cartesian coordinates (Å):
O -0.1352 3.3788 2.4079  -0.95
O 0.2824 -2.0486 -0.6540  -0.67
O 1.8532 2.5482 -0.9081  -0.94
O 3.4798 0.0597 0.3188  -0.95
O 2.1258 -1.8771 1.6856  -0.96
N -1.3199 -0.6407 -1.3374  -0.61
N -0.0093 0.4444 1.2616  -0.86
C -3.4458 -0.5907 -0.1899  -0.61
C -0.0892 -1.2454 -1.4918  0.69
C -1.4166 0.5041 0.8710  -0.23
C 0.5798 -0.9947 -2.8186  -0.71
C -1.9386 -0.6459 0.0087  -0.09
H 1.1910 2.0560 -0.4127  0.46
H 0.5469 0.1247 0.4814  0.36
H -1.5964 -1.5879 0.4344  0.23
H -1.4724 0.2212 -1.8462  0.39
H -2.0149 0.6855 1.7609  0.20
H -3.6542 0.3766 -0.6629  0.20
H -1.5277 1.3905 0.2304  0.18
H 0.5245 -1.8440 -3.4960  0.25
H 0.3013 2.6122 2.0058  0.49
H -3.8155 -1.3518 -0.8710  0.22
H 1.7139 -2.3495 0.9496  0.49
H 2.5459 2.7273 -0.2631  0.48
H 0.1078 -0.2002 -3.3968  0.22
H 0.1737 -0.1476 2.0593  0.38
H 2.9450 -0.6442 -0.0431  0.48
H 1.5934 -0.6733 -2.5812  0.25
H 2.9294 -2.3560 1.9038  0.47
H -4.0063 -0.6143 0.7416  0.22
H -0.6971 2.9674 3.0712  0.46
H 4.2455 -0.2847 0.7809  0.47

Record 2
Molecular formula: C5H20N8O5
Method: DFT, ωB97M-V/def2-TZVPD

Values from the calculation:
SMILES: NC(N)=O.NC(N)=O.NC(N)=O.NC(N)=O.CO
F_max: 4.52 eV/Å
HOMO energy: -9.65 eV
ΔE to the lowest compared entry with this formula, charge and spin: 79.2 kJ/mol

Each line ends with the natural charge from an NBO analysis.
Cartesian coordinates (Å):
O -0.0442 0.5801 1.2416  -0.75
O 2.6870 2.5297 -3.0432  -0.65
O -0.7766 -2.7124 -1.3976  -0.66
O 3.3866 -2.4755 3.3646  -0.66
O -2.1210 0.4015 -0.7937  -0.71
N 1.1793 2.8218 -1.5357  -0.84
N -1.9755 2.0962 -2.3157  -0.84
N 2.3736 -0.4860 3.4797  -0.82
N 1.4501 -2.1366 2.3029  -0.85
N 3.1643 2.2516 -0.7766  -0.85
N -2.1993 -2.9915 0.2817  -0.86
N -1.1682 -0.0768 -2.7402  -0.86
N -3.0071 -2.4643 -1.7651  -0.85
C -1.8829 -2.6602 -1.0018  0.79
C -1.7111 0.8342 -1.8616  0.78
C -0.6220 1.0812 2.3996  -0.26
C 2.4934 -1.7141 3.0387  0.76
C 2.4296 2.5716 -1.8734  0.76
H -3.8490 -2.2290 -1.2491  0.40
H -3.1258 -3.3199 0.5432  0.39
H -2.7665 -2.1012 -2.6691  0.41
H -1.4417 2.3231 -3.1528  0.40
H -0.3226 0.1541 -3.2735  0.39
H -2.3527 2.7368 -1.6197  0.42
H 4.0886 1.9041 -0.8673  0.40
H 0.5337 3.0096 -2.3018  0.40
H 1.7285 0.0941 3.0304  0.38
H -0.7245 0.1234 0.7319  0.51
H -1.3994 1.8572 2.1828  0.17
H 0.6589 -1.5527 2.0758  0.39
H -1.0680 0.3547 3.1304  0.17
H 2.6618 1.8067 -0.0547  0.39
H 3.2108 -0.1248 3.8700  0.40
H 0.9477 2.9378 -0.5464  0.39
H 1.7501 -2.7875 1.5926  0.40
H -1.4301 -3.3240 0.8731  0.40
H 0.1661 1.5888 2.9528  0.17
H -0.9218 -0.9016 -2.2529  0.41

Record 3
Molecular formula: C5H20NO6S
Method: DFT, ωB97M-V/def2-TZVPD

Values from the calculation:
2S+1: 2
F_max: 6.83 eV/Å
HOMO energy (spin up / spin down): -9.72 / -9.48 eV
ΔE to the lowest compared entry with this formula, charge and spin: 184.9 kJ/mol

Each line ends with the Löwdin spin population.
Cartesian coordinates (Å):
S -1.1535 0.5664 3.5719  0.84
O -0.8041 -2.7439 -0.9246  0.00
O -0.5660 0.5132 -1.6880  0.00
O 0.5475 -2.4470 1.6120  0.00
O -2.7118 -1.7249 1.5197  0.01
O 0.9578 -1.7745 -3.7019  0.00
O 1.9870 -0.8464 -0.6229  0.00
N 0.0740 1.9399 -0.0494  0.00
C 0.2587 0.8740 0.9905  0.01
C -0.6661 1.5791 2.1259  0.10
C -0.1620 1.6002 -1.4452  0.00
C -0.2980 2.7886 -2.3185  0.00
C 1.6700 0.6564 1.4408  0.01
H 2.3871 1.2195 0.8024  0.00
H 0.4606 2.8946 0.2066  0.00
H 1.9567 -0.4379 1.5869  0.00
H -1.3796 3.1519 -2.3521  0.00
H 0.3254 3.6875 -2.0482  0.00
H -0.1080 2.3975 -3.3557  0.00
H 1.3231 -0.5451 -1.2045  0.00
H 1.5140 -1.5578 -0.1181  0.00
H -0.4813 -3.6073 -0.6104  0.00
H -0.1263 2.5391 2.2014  0.00
H 0.4511 -2.3783 -3.0324  0.00
H -1.7010 1.6865 1.6994  0.04
H 0.6275 -1.8554 2.3327  0.00
H -2.1437 -1.1515 1.1875  0.00
H 1.9944 1.0934 2.4641  0.00
H -0.1977 -0.1182 0.7163  0.00
H -1.5356 -3.0472 -1.4096  0.00
H 0.2079 -1.1258 -3.4837  0.00
H -0.3882 -2.1380 1.4732  0.00
H -2.3198 -1.6887 2.4340  0.00

Record 4
Molecular formula: C5H20NO7
Method: DFT, ωB97M-V/def2-TZVPD

Values from the calculation:
net charge: -1
F_max: 8.47 eV/Å
HOMO energy: -5.19 eV
ΔE to the lowest compared entry with this formula, charge and spin: 353.6 kJ/mol

Each line ends with the natural charge from an NBO analysis.
Cartesian coordinates (Å):
O -1.4246 -0.4825 -0.5019  -0.87
O -1.4970 1.0514 0.9788  -0.79
O 0.1862 -3.1157 -0.5484  -0.97
O -3.9144 -0.9012 -0.3357  -0.98
O -2.7371 -1.2063 -3.2145  -0.99
O -1.6730 0.5029 3.6032  -0.98
O 2.1940 -2.5176 -2.5421  -0.96
N 0.5491 0.5082 0.1148  -0.69
C 3.3164 2.0379 1.8057  -0.60
C 2.8609 2.0974 -0.7224  -0.61
C 1.1463 1.5521 0.9709  -0.19
C 2.6764 1.4523 0.5795  -0.23
C -0.8657 0.4040 0.1866  0.88
H -1.8965 -0.8948 -2.6157  0.51
H -0.5100 -3.7563 -0.8027  0.47
H 1.9209 2.5170 -1.2008  0.21
H 4.2055 2.6746 1.6322  0.19
H -3.3594 -1.4132 -0.8514  0.48
H -0.2893 -2.6437 0.2172  0.50
H 2.5071 -2.8595 -1.6948  0.47
H 0.9515 1.4155 2.0825  0.17
H 2.6343 2.5996 2.4056  0.21
H 3.1830 1.5317 -1.4178  0.21
H -2.3119 1.0539 3.8246  0.45
H 1.3241 -2.1891 -2.2538  0.49
H -3.3481 -0.5183 -2.9238  0.47
H -1.2093 0.8123 2.7644  0.51
H -3.3617 -0.4836 0.3262  0.50
H 0.6669 2.5207 0.8709  0.20
H 3.5079 2.8688 -0.4273  0.20
H 1.0471 -0.1722 -0.2409  0.37
H 2.9010 0.2864 0.6093  0.18
H 3.7136 1.1828 2.4550  0.21

Record 5
Molecular formula: C5H20NO7
Method: DFT, ωB97M-V/def2-TZVPD

Values from the calculation:
net charge: -1
F_max: 9.82 eV/Å
HOMO energy: -5.17 eV
ΔE to the lowest compared entry with this formula, charge and spin: 380.2 kJ/mol

Each line ends with the natural charge from an NBO analysis.
Cartesian coordinates (Å):
O 2.2395 1.4917 3.5002  -0.98
O 2.1903 3.6412 1.2809  -0.94
O 1.4082 -2.9639 1.8733  -0.96
O 2.6903 1.5720 -0.3137  -1.05
O 0.6886 -0.9771 -1.1313  -0.76
O 1.2090 -0.2506 0.8349  -0.85
O 3.7184 -1.2498 -2.3872  -0.97
N -1.8588 -1.9515 -0.4247  -0.68
C -2.9980 -1.1536 -0.8751  -0.22
C 0.4068 -0.8341 0.0427  0.77
C -2.9404 0.1746 -1.6867  -0.42
C -2.8981 1.4077 -0.7256  -0.61
C -1.0653 -1.2186 0.6145  -0.36
H -1.1736 -2.5200 -1.0395  0.40
H 2.8068 -1.5046 -2.9080  0.48
H 3.3213 1.1698 -1.0174  0.48
H 1.3015 3.9118 1.1627  0.46
H 2.3455 2.9574 0.8105  0.48
H -3.6772 -1.0802 0.0028  0.17
H 1.9593 -2.2102 2.2944  0.50
H 2.3320 2.2434 2.8722  0.48
H 2.0704 0.8978 0.0856  0.51
H 1.5380 -3.0896 1.0080  0.47
H 1.6674 0.9783 2.8503  0.49
H 3.2944 -0.9627 -1.5294  0.49
H -3.5841 -1.9058 -1.3878  0.19
H -3.7247 1.2939 -0.0450  0.19
H -1.0277 -1.8267 1.6196  0.21
H -1.5353 -0.2028 0.9694  0.20
H -3.0495 2.2279 -1.3554  0.19
H -1.8408 1.3932 -0.3509  0.22
H -2.0076 0.1552 -2.3362  0.22
H -3.8067 0.3859 -2.3079  0.19

Record 6
Molecular formula: C5H20NO7
Method: DFT, ωB97M-V/def2-TZVPD

Values from the calculation:
net charge: -1
F_max: 8.42 eV/Å
HOMO energy: -5.75 eV
ΔE to the lowest compared entry with this formula, charge and spin: 374.5 kJ/mol

Each line ends with the natural charge from an NBO analysis.
Cartesian coordinates (Å):
O -2.8092 -2.8940 -0.1221  -0.97
O 2.2506 0.9203 -3.0734  -0.94
O 1.3380 -0.9140 2.9928  -0.94
O -0.4049 -1.3155 -0.7503  -0.79
O 1.4205 -0.1271 -0.7027  -0.83
O 1.4508 -3.2694 -1.2150  -1.02
O 3.3463 -1.4721 0.6252  -0.96
N -0.2128 0.8666 1.5019  -0.62
C -0.4840 0.9226 0.1174  -0.16
C 0.1965 -0.2767 -0.4053  0.78
C -2.1514 1.2830 -1.8166  -0.60
C -1.9327 1.2278 -0.3369  -0.40
C 0.0032 2.2198 2.1905  -0.43
H -0.9956 0.4451 1.9648  0.35
H -2.7298 0.4724 0.0366  0.19
H 2.6162 -1.1661 0.1528  0.49
H 0.2918 1.9653 3.2226  0.19
H -3.0694 1.4396 -2.0345  0.19
H 3.0335 -2.1796 1.1746  0.46
H 1.6666 1.5790 -2.5608  0.46
H -1.5672 0.4483 -2.3544  0.23
H -2.1743 2.1283 0.2134  0.19
H 0.4504 -2.9606 -0.8612  0.50
H 0.7934 2.8884 1.5707  0.21
H 0.0947 1.8311 -0.2432  0.19
H 1.7825 -2.2862 -1.2372  0.48
H -2.2216 -2.1432 -0.0837  0.50
H -1.1237 2.6333 2.1789  0.17
H -2.2028 -3.6153 -0.3351  0.46
H -1.5489 2.0668 -2.2760  0.19
H 1.8548 0.1524 -2.7594  0.48
H 1.3507 0.0519 3.1183  0.46
H 1.6877 -0.9223 2.1071  0.48